No. 1
Entry from the OMol25 dataset: C15H19N7O4SSeTcTe as an isolated structure (wB97M-V/def2-TZVPD).

ORCA input file:
```
! RIJCOSX wB97M-V def2-TZVPD def2/J DEFGRID3
* xyz 2 2
Tc -2.016 1.167 -1.632
C 4.320 -4.244 4.187
C 4.076 -2.831 3.659
S 3.343 -2.916 2.051
O 1.949 -3.285 2.164
O 4.191 -3.648 1.153
C 3.302 -1.222 1.438
C 2.852 -1.351 -0.015
N 1.940 -0.257 -0.493
C 0.604 -0.347 -0.287
N 0.247 0.903 -2.260
C 1.586 1.342 -2.244
C 2.377 0.726 -1.381
N 3.760 1.245 -1.233
O 4.292 1.039 -0.171
O 4.203 1.835 -2.183
C 0.038 -1.105 0.861
H 4.720 -4.170 5.196
H 5.037 -4.773 3.564
H 3.393 -4.815 4.226
H 5.007 -2.271 3.550
H 3.386 -2.269 4.291
H 4.273 -0.741 1.529
H 2.575 -0.685 2.047
H 2.298 -2.275 -0.173
H 3.697 -1.383 -0.695
H 1.882 2.163 -2.879
H 0.571 -2.037 1.057
H -1.013 -1.313 0.683
H 0.138 -0.495 1.763
C -2.387 4.318 0.331
Te -2.673 3.768 -1.702
C -4.794 3.662 -1.556
H -2.892 3.612 0.983
H -2.810 5.313 0.448
H -1.319 4.345 0.535
H -5.152 4.685 -1.460
H -5.071 3.079 -0.682
H -5.179 3.224 -2.473
N -3.772 0.563 -1.796
C -4.907 0.203 -1.857
C -6.197 -0.153 -1.878
C -6.650 -1.077 -2.867
N -6.966 -1.836 -3.671
C -7.041 0.472 -0.911
N -7.630 1.020 -0.089
Se -0.593 1.533 -4.888
C -0.749 1.048 -3.148
N -0.250 0.231 -1.094
*
```

Output
Maximum force in eV/A: 0.9
E_tot in eV: -120130.7772

Here are the natural (NBO) charges for atoms 1 to 8, given in e: atom 1 (Tc): 0.66, atom 2 (C): -0.62, atom 3 (C): -0.66, atom 4 (S): 2.19, atom 5 (O): -0.97, atom 6 (O): -0.93, atom 7 (C): -0.69, atom 8 (C): -0.22

No. 2
Entry from the OMol25 dataset: one molecule with the formula C15H19NO4 (wB97M-V/def2-TZVPD).

ORCA input file:
```
! RIJCOSX wB97M-V def2-TZVPD def2/J DEFGRID3
* xyz 0 1
C 4.075 2.823 -0.197
O 2.874 2.125 -0.419
C 2.827 0.797 -0.113
C 3.865 0.075 0.466
C 3.696 -1.273 0.738
C 2.508 -1.915 0.446
C 1.466 -1.194 -0.124
C 0.194 -1.880 -0.524
O 0.139 -2.586 -1.513
N -0.871 -1.694 0.292
C -0.883 -0.858 1.471
C -2.165 -0.016 1.524
C -2.626 0.333 0.094
C -2.973 -0.950 -0.674
C -2.177 -2.144 -0.133
O -1.630 1.051 -0.602
C -1.818 2.419 -0.327
C -3.298 2.522 0.098
O -3.755 1.186 0.126
C 1.626 0.152 -0.409
H 4.903 2.393 -0.770
H 3.892 3.840 -0.540
H 4.340 2.843 0.865
H 4.806 0.546 0.704
H 4.511 -1.825 1.183
H 2.384 -2.967 0.652
H -0.825 -1.491 2.368
H -0.007 -0.210 1.454
H -2.980 -0.555 2.006
H -1.984 0.898 2.089
H -4.045 -1.119 -0.587
H -2.726 -0.778 -1.721
H -2.686 -2.604 0.718
H -2.034 -2.893 -0.914
H -1.146 2.752 0.474
H -1.595 2.977 -1.237
H -3.907 3.070 -0.624
H -3.405 2.985 1.086
H 0.825 0.715 -0.863
*
```

Output
Maximum force in eV/A: 0.6
E_tot in eV: -25543.0832
SMILES: COc1cccc(C(=O)N2CCC3(CC2)OCCO3)c1
Energy above the lowest of the compared OMol25 structures with the same formula, charge and spin in kJ/mol: 183.23

Here are the natural (NBO) charges for atoms 1 to 8, given in e: atom 1 (C): -0.25, atom 2 (O): -0.50, atom 3 (C): 0.30, atom 4 (C): -0.31, atom 5 (C): -0.18, atom 6 (C): -0.22, atom 7 (C): -0.11, atom 8 (C): 0.67

No. 3
Entry from the OMol25 dataset: C15H19NO5S3 as an isolated structure in a non-equilibrium geometry (wB97M-V/def2-TZVPD).

ORCA input file:
```
! RIJCOSX wB97M-V def2-TZVPD def2/J DEFGRID3
* xyz 0 1
C 4.060 2.480 -1.970
H 4.161 3.561 -2.013
H 4.092 2.089 -2.984
C 2.751 2.098 -1.289
C 2.595 0.581 -1.215
N 1.310 0.211 -0.655
S 0.369 -0.936 -1.401
O -0.939 -0.795 -0.844
O 0.539 -0.774 -2.813
C 1.011 -2.504 -0.932
C 2.230 -3.039 -1.224
C 2.397 -4.315 -0.650
C 1.301 -4.707 0.057
S 0.053 -3.528 0.044
H 1.161 -5.629 0.586
H 3.288 -4.907 -0.760
H 2.963 -2.540 -1.830
S 1.076 0.203 1.014
O 1.023 -1.165 1.441
O 2.105 1.024 1.579
C -0.505 0.971 1.202
C -1.534 0.298 1.836
C -2.766 0.901 1.946
C -2.985 2.179 1.414
C -1.932 2.844 0.784
C -0.694 2.234 0.684
H 0.131 2.733 0.200
H -2.062 3.830 0.367
O -4.231 2.670 1.588
C -4.611 3.891 0.976
C -4.857 3.741 -0.521
H -5.183 4.691 -0.936
H -5.629 2.996 -0.694
H -3.954 3.420 -1.034
H -5.542 4.163 1.481
H -3.869 4.673 1.179
H -3.592 0.405 2.430
H -1.351 -0.692 2.219
H 3.394 0.150 -0.604
H 2.618 0.148 -2.218
H 1.907 2.506 -1.848
H 2.727 2.494 -0.273
H 4.906 2.079 -1.418
*
```

Output
Maximum force in eV/A: 1.2
E_tot in eV: -60094.9510

Here are the natural (NBO) charges for atoms 1 to 8, given in e: atom 1 (C): -0.60, atom 2 (H): 0.22, atom 3 (H): 0.20, atom 4 (C): -0.41, atom 5 (C): -0.23, atom 6 (N): -0.93, atom 7 (S): 2.35, atom 8 (O): -0.93